No. 1
81
Properties=species:S:1:pos:R:3 method="wB97M-V/def2-TZVPD" lumo_ha=0.06448 total_energy_ev=-174496.0944 homo_lumo_gap_ev=10.302 total_charge=-1 homo_energy_ev=-8.5 mol_weight_g_mol=827.630
As -2.00855 -1.36713 -0.86925
F -1.65329 -0.13048 0.32295
F -0.31988 -1.20537 -1.48302
F -2.16416 -2.53133 -2.18881
F -3.76119 -1.59638 -0.34971
F -2.52711 -0.00804 -1.94892
F -1.34003 -2.61352 0.22806
O 3.40734 2.28468 0.49595
S 3.40775 1.01779 -0.29240
O 2.98694 1.04992 -1.67215
O 4.96962 0.40204 -0.16133
C 5.51683 0.38061 1.14853
C 6.06880 -1.01733 1.25813
C 2.56643 -0.41015 0.45713
H 4.86596 0.61605 1.99057
H 6.32648 1.10726 1.21586
H 6.55891 -1.28686 0.32258
H 5.37602 -1.80622 1.55104
H 6.74275 -1.08151 2.11240
H 2.99052 -1.25327 -0.08821
H 1.49046 -0.35776 0.29088
H 2.78519 -0.39260 1.52480
O -0.22601 4.22244 3.67196
S -0.40342 2.76941 3.89011
O -0.42415 2.13164 5.18508
O -1.88387 2.53285 3.18464
C -2.38687 1.21095 3.06427
C -3.84947 0.96863 3.57069
C 0.65527 1.75221 2.68273
H -1.63853 0.57107 3.53186
H -2.35705 0.79077 2.05895
H -4.00911 1.07856 4.64332
H -4.19583 -0.03901 3.34095
H -4.45382 1.70064 3.03494
H 1.03324 2.37711 1.87357
H 0.08856 0.95332 2.20451
H 1.46752 1.33762 3.27979
O -2.81199 4.76044 -2.19820
S -1.92982 4.85540 -1.03870
O -0.70746 5.64129 -1.06895
O -2.72662 5.14010 0.33218
C -2.06359 5.54602 1.45231
C -3.20005 5.40904 2.45803
C -1.44605 3.07484 -0.70040
H -1.68059 6.56644 1.44021
H -1.34196 4.75202 1.64444
H -2.86251 5.71403 3.44856
H -3.48801 4.36301 2.56293
H -4.05092 5.99260 2.10649
H -0.74527 3.14096 0.13185
H -0.94483 2.59253 -1.53960
H -2.32796 2.47118 -0.48606
O 1.03421 -2.25838 -6.25904
S 1.00122 -0.87487 -5.82473
O 1.82875 0.09729 -6.55218
O -0.57998 -0.45616 -5.80550
C -1.50121 -1.31958 -5.13553
C -2.98552 -0.87305 -5.37671
C 1.22456 -0.89061 -3.97825
H -1.33826 -1.35560 -4.05838
H -1.40531 -2.38562 -5.34161
H -3.82695 -1.41019 -4.93901
H -3.22712 -0.88720 -6.43950
H -3.22591 0.15863 -5.11987
H 2.24403 -1.27490 -4.01146
H 0.58815 -1.68092 -3.58014
H 1.09732 0.16253 -3.72765
C 2.30069 -3.33756 1.58125
C 1.96475 -4.37974 0.43952
O 0.61975 -4.75775 0.78815
C 0.22537 -6.06793 0.73105
O 0.91830 -7.01462 0.30816
C -1.28082 -6.22882 1.15868
F -2.09076 -5.73374 0.24721
F -1.47751 -7.55258 1.31078
F -1.49604 -5.62675 2.31622
H 3.30459 -2.92404 1.48484
H 2.43464 -3.85381 2.53185
H 1.55222 -2.55027 1.67109
H 2.66287 -5.21229 0.35240
H 2.05937 -3.69015 -0.39929

***

No. 2
61
Properties=species:S:1:pos:R:3 method="wB97M-V/def2-TZVPD" e_above_lowest_kcal_mol=10.5 lumo_ha=-0.09659 total_energy_ev=-99768.2728 homo_lumo_gap_ev=8.166 total_charge=+1 homo_energy_ev=-10.8 mol_weight_g_mol=695.305
Pt 0.21662 0.30634 -1.25380
N 2.23434 0.76592 -0.57055
C 2.70082 1.37636 0.71228
C 2.85004 0.39615 1.87828
C 1.80078 0.40585 2.99355
C 0.46485 -0.25188 2.70053
N -0.37994 0.64196 1.89846
H 2.79975 -0.06434 -0.72124
H 2.52113 1.39422 -1.31694
H 2.03479 2.19914 0.97199
H 3.68249 1.80491 0.49877
H 3.80357 0.63479 2.35334
H 2.97318 -0.61871 1.48311
H 1.62473 1.44173 3.30911
H 2.24391 -0.08618 3.86111
H -0.01589 -0.52503 3.64571
H 0.62401 -1.17051 2.13053
H -0.46059 1.53678 2.37159
H -1.32519 0.28051 1.84779
C -1.57781 3.50342 0.12480
Sb -0.43950 2.72842 -1.48272
C 1.24160 4.03443 -1.52710
C -1.48529 3.43847 -3.16845
H -1.84029 4.53936 -0.08391
H -0.99781 3.46096 1.04478
H -2.48689 2.91346 0.23681
H 0.90078 5.04938 -1.72598
H 1.91741 3.73541 -2.32827
H 1.77510 4.02772 -0.57881
H -1.58364 4.51828 -3.06783
H -2.46794 2.97859 -3.21959
H -0.92414 3.19653 -4.06821
Se -1.92672 -0.25901 -2.23518
C -3.24129 0.43676 -1.02165
C -3.30995 0.05500 0.31287
C -4.27721 0.62292 1.12786
N -5.16564 1.51925 0.70432
C -5.12050 1.85121 -0.58198
C -4.18626 1.34646 -1.47868
H -2.64320 -0.70236 0.70430
H -4.34255 0.34058 2.17324
H -5.86548 2.56288 -0.92031
H -4.20500 1.65689 -2.51522
C 2.39256 -4.23307 0.93938
C 1.33934 -3.87390 -0.10252
C 1.67855 -4.52837 -1.44224
C -0.04272 -4.30721 0.37751
N 1.37293 -2.38743 -0.16941
N 0.48612 -1.82796 -1.14933
H 2.44062 -5.31343 1.07056
H 2.15410 -3.77601 1.90012
H 3.38450 -3.89432 0.62849
H 1.69126 -5.61314 -1.33667
H 2.66657 -4.21899 -1.79244
H 0.94215 -4.30248 -2.21682
H -0.02848 -5.36638 0.63274
H -0.81058 -4.17958 -0.38921
H -0.33193 -3.74648 1.26783
H 2.31262 -2.11520 -0.43987
H -0.45631 -2.13432 -0.91534
H 0.66753 -2.20473 -2.08150

***

No. 3
69
Properties=species:S:1:pos:R:3 method="wB97M-V/def2-TZVPD" lumo_ha=0.15675 total_energy_ev=-342407.7804 homo_lumo_gap_ev=1.263 total_charge=-3 homo_energy_ev=3.0 mol_weight_g_mol=757.046
O 0.27991 -1.73753 0.51241
V -0.40425 -0.26643 0.47251
O 0.59378 0.77221 1.01824
O -3.98913 1.60509 1.44356
C -4.56860 2.72842 2.06150
C -5.29126 3.70289 1.07480
O -6.16275 3.10288 0.11785
H -3.76422 3.18601 2.63743
H -5.39791 2.39875 2.68732
H -4.56858 4.27426 0.49223
H -5.88467 4.43526 1.62218
O -1.52904 0.17362 -3.40034
C -2.74091 -0.39726 -3.88424
C -3.53096 0.43552 -4.94803
O -3.70451 1.84269 -4.70630
H -3.29150 -0.62535 -2.97159
H -2.46035 -1.38178 -4.25856
H -4.49915 -0.03061 -5.13089
H -3.06613 0.35920 -5.93099
Br 7.27884 3.01534 2.97537
C 6.13978 3.08679 4.55800
C 4.83781 2.31615 4.26391
Br 3.64007 2.42867 5.89466
H 5.93478 4.12567 4.81643
H 6.71130 2.71241 5.40730
H 4.94214 1.24967 4.06432
H 4.30722 2.76566 3.42457
Br 1.91444 -4.70284 -4.06671
C 0.53966 -5.82258 -3.18479
C 1.10047 -6.38772 -1.93970
Br -0.30507 -7.27467 -0.90669
H 0.38873 -6.64380 -3.88546
H -0.38162 -5.24772 -3.09071
H 1.58604 -5.67911 -1.26873
H 1.86626 -7.13660 -2.14181
C 3.64493 3.15045 -7.31784
C 3.41866 2.14442 -6.15889
C 3.85068 2.64788 -4.75931
O 2.96602 3.64925 -4.25429
C 3.50308 4.17618 -3.04574
N 2.01129 1.90660 -6.11858
H 3.25546 4.10894 -6.97480
H 3.12793 2.81324 -8.21623
H 4.67076 3.32449 -7.64264
H 3.96149 1.21047 -6.30445
H 4.82286 3.11085 -4.92858
H 3.97390 1.83365 -4.04521
H 4.53827 4.50399 -3.14085
H 3.58931 3.53081 -2.17158
H 3.05324 5.05745 -2.58844
H 1.67768 1.61150 -7.02506
H 1.80568 1.10727 -5.53645
C -0.33567 -3.15719 5.81559
C -1.63452 -2.91002 5.03550
C -2.87977 -3.08818 5.98569
O -4.09303 -2.94938 5.19598
C -5.30525 -2.91505 6.00178
N -1.55353 -1.57071 4.47179
H -0.36803 -2.63565 6.77218
H 0.53979 -2.80737 5.26852
H -0.15052 -4.17879 6.14749
H -1.78763 -3.59545 4.20192
H -2.86672 -2.32320 6.76205
H -2.77838 -4.02892 6.52681
H -5.48903 -2.24183 6.83910
H -5.53747 -3.90487 6.39477
H -6.15399 -2.60954 5.38990
H -2.53506 -1.39022 4.31652
H -1.46305 -0.96421 5.27432

***

No. 4
62
Properties=species:S:1:pos:R:3 method="wB97M-V/def2-TZVPD" e_above_lowest_kcal_mol=0.0 lumo_ha="-0.02324 / -0.03862" total_energy_ev=-62226.4244 homo_lumo_gap_ev="5.114 / 7.158" multiplicity=5 homo_energy_ev="-5.7 / -8.2" mol_weight_g_mol=679.131 s2=6.017
In 1.44890 -0.68743 -2.70607
Cl 1.23976 -1.79557 -0.42347
C 2.73095 1.06794 -3.10462
C -0.23258 -1.24648 -4.03662
H 2.46716 1.45362 -4.10644
H 2.58125 1.84333 -2.33690
H 3.79554 0.75205 -3.10034
H -0.17957 -0.59656 -4.92988
H -1.19980 -1.12636 -3.52315
H -0.11255 -2.30726 -4.34073
Os -0.04144 0.56748 0.09407
C -1.51800 -0.65993 0.73260
C -1.39944 1.50615 -0.73977
H -2.49768 -0.38892 0.30093
H -1.20766 -1.63632 0.33656
H -1.59002 -0.72204 1.83762
H -2.14477 0.98813 -1.39624
H -1.36830 2.60141 -0.95083
C -0.77128 -2.06674 4.26002
C -1.62975 -0.93552 4.79688
C -3.10401 -1.27687 4.59898
C -1.30751 -0.73250 6.27326
O -1.39034 0.30968 4.05989
Si -0.00292 1.06465 3.61462
S -0.14521 2.01570 1.72330
O 0.41215 2.18686 4.72222
C -0.24586 3.33827 5.35634
C -0.92965 4.20637 4.31147
C -1.27915 2.82902 6.34644
C 0.84735 4.10731 6.08794
O 1.18570 -0.05727 3.61925
C 2.57632 0.16954 3.18761
C 2.54613 0.72735 1.76528
C 3.24335 1.14581 4.15625
C 3.26164 -1.19038 3.28266
H -1.09868 -3.00971 4.71672
H 0.27955 -1.93970 4.52617
H -0.87406 -2.18050 3.17489
H -3.35796 -2.21086 5.11632
H -3.74997 -0.48551 4.98953
H -3.32630 -1.41622 3.53235
H -1.44641 -1.67605 6.81827
H -0.25648 -0.43973 6.40062
H -1.96233 0.02035 6.72763
H -1.72972 3.65004 3.80789
H -1.39287 5.06755 4.80866
H -0.21707 4.57034 3.56551
H -0.82584 2.17025 7.09779
H -1.72465 3.67670 6.88014
H -2.09850 2.31034 5.83420
H 1.35479 3.46013 6.81705
H 1.59393 4.49829 5.38755
H 0.41665 4.95380 6.63955
H 2.48699 1.81987 1.78233
H 3.45967 0.47160 1.21327
H 1.67570 0.28369 1.17692
H 3.09860 0.83344 5.19818
H 4.32407 1.17646 3.96744
H 2.87867 2.17174 4.03966
H 3.15657 -1.58555 4.30212
H 2.81364 -1.89991 2.57854
H 4.33767 -1.09680 3.06835

***

No. 5
62
Properties=species:S:1:pos:R:3 method="wB97M-V/def2-TZVPD" lumo_ha="0.09062 / 0.09212" total_energy_ev=-103812.3750 homo_lumo_gap_ev="6.566 / 6.698" total_charge=-1 multiplicity=10 homo_energy_ev="-4.1 / -4.2" mol_weight_g_mol=579.381 s2=24.919
Mn -1.37326 0.20347 -2.03354
Cl -0.18331 0.40214 -4.11040
C -0.94565 2.03669 -1.46011
H -0.90137 1.96364 -0.37470
H -1.70834 2.74637 -1.74729
H 0.02523 2.34901 -1.84054
Sm -2.59449 -0.05412 -4.83839
C -2.65287 -2.17800 -5.55010
C -3.34176 1.52473 -6.23245
C -3.17227 0.19133 -2.64881
H -4.12888 1.89541 -5.60129
H -2.48935 2.10055 -6.39479
H -3.64921 0.81307 -7.00069
H -3.30694 -2.57193 -4.79604
H -3.13306 -1.94097 -6.50503
H -1.64911 -2.46156 -5.56293
H -3.78259 1.10442 -2.55850
H -3.67969 -0.79361 -2.58177
C 3.61857 -1.94470 0.30564
C 2.38368 -2.46162 1.03598
C 1.57989 -3.47187 0.21793
C 2.72720 -2.99537 2.43561
O 1.51540 -1.36676 1.33454
Si 0.81638 -0.10017 0.53752
S 0.80797 -0.22191 -1.37995
O -0.67100 -0.01962 1.20216
C -1.56336 -0.46087 2.27097
C -2.87612 -0.73954 1.53927
C -0.99515 -1.69826 2.94397
C -1.66859 0.72860 3.22476
O 1.65027 1.13303 1.20174
C 2.02421 2.46157 1.58043
C 0.99982 3.44709 1.03819
C 2.07430 2.46666 3.10827
C 3.40569 2.66820 0.95729
H 4.28116 -2.79693 0.16160
H 4.13295 -1.18314 0.90103
H 3.35479 -1.51925 -0.66405
H 2.22111 -4.33874 0.06721
H 0.67593 -3.78153 0.75574
H 1.29024 -3.05101 -0.74643
H 3.37942 -3.85225 2.29734
H 3.24362 -2.23181 3.02432
H 1.82497 -3.30312 2.97150
H -2.75411 -1.55136 0.81799
H -3.59915 -1.03303 2.29787
H -3.23693 0.15039 1.01621
H -0.03494 -1.49325 3.42220
H -1.71391 -1.99540 3.71447
H -0.88182 -2.52373 2.23401
H -0.70490 0.92638 3.70436
H -2.00645 1.63272 2.70507
H -2.39549 0.45633 3.98822
H 0.00075 3.23779 1.43213
H 1.30902 4.43826 1.36138
H 0.97525 3.42575 -0.05270
H 2.76882 1.70941 3.48387
H 2.41267 3.45460 3.41150
H 1.08298 2.28391 3.53484
H 4.11560 1.92497 1.32896
H 3.35637 2.59731 -0.13095
H 3.73983 3.66166 1.24537

***

No. 6
72
Properties=species:S:1:pos:R:3 method="wB97M-V/def2-TZVPD" lumo_ha=-0.16184 total_energy_ev=-48033.5179 homo_lumo_gap_ev=6.708 total_charge=+1 homo_energy_ev=-11.1 mol_weight_g_mol=497.557
C -1.11981 2.42322 -1.13179
C -0.25980 1.76217 0.11075
N 1.24500 1.80535 -0.17226
C 1.74540 0.39927 0.11122
C 2.09984 -0.52965 -1.23295
C 1.86108 0.14336 -2.71911
C 2.65794 -2.04625 -0.94079
N 2.80368 -2.59443 0.48518
C 2.48610 -1.76509 1.74325
C 1.95782 -0.21508 1.65180
C 1.63128 0.78210 2.91236
C 0.44453 0.26336 3.91907
C 1.04928 -0.74615 5.10215
F 0.05639 -1.72703 5.60238
H -1.90472 1.64286 -1.54397
H -0.43776 2.73110 -2.06140
H -1.74192 3.32982 -0.70581
H -0.42595 2.32913 1.14277
H -0.56458 0.61932 0.27235
H 1.71738 2.52155 0.43061
H 2.68690 0.95718 -2.99018
H 1.90393 -0.64754 -3.60614
H 0.82635 0.73635 -2.76556
H 2.95102 -2.71910 -1.87663
H 3.17450 -3.58544 0.56166
H 2.66213 -2.27692 2.78178
H 1.27122 1.82491 2.46769
H 2.63279 1.02679 3.50946
H -0.50516 -0.16867 3.38663
H 0.07145 1.22753 4.51408
H 1.99064 -1.26561 4.60917
H 1.48366 -0.09408 6.00245
C 0.54789 -0.52402 -6.62226
O 0.57109 -0.61989 -5.40536
N -0.59731 -0.45811 -7.32497
N 1.66552 -0.47578 -7.36939
H -0.63657 -0.37901 -8.32708
H -1.46184 -0.49134 -6.80073
H 2.54938 -0.52251 -6.87949
H 1.66674 -0.39693 -8.37235
C -3.54676 2.69367 -4.77678
O -3.77812 1.50379 -4.63114
N -2.42841 3.15004 -5.36894
N -4.38949 3.65498 -4.35807
H -2.22033 4.12579 -5.49790
H -1.76715 2.45914 -5.69868
H -5.24354 3.35424 -3.90689
H -4.21651 4.63982 -4.46900
C -1.78866 -5.25050 6.63764
O -2.02002 -6.44039 6.78329
N -0.67031 -4.79414 6.04549
N -2.63139 -4.28919 7.05636
H -0.46222 -3.81838 5.91653
H -0.00904 -5.48504 5.71575
H -3.48544 -4.58993 7.50754
H -2.45841 -3.30435 6.94543
C -0.31356 -2.92238 10.13969
O -1.16262 -2.13109 9.76083
N 0.37772 -2.75610 11.28166
N 0.00679 -4.03141 9.44900
H 1.08052 -3.39660 11.61008
H 0.16729 -1.93363 11.83175
H -0.49034 -4.19440 8.58314
H 0.70295 -4.69479 9.74466
C 0.00872 4.48119 -8.08081
O 0.03191 4.38532 -6.86392
N -1.13648 4.54710 -8.78352
N 1.12634 4.52943 -8.82795
H -1.17575 4.62620 -9.78564
H -2.00101 4.51387 -8.25928
H 2.01021 4.48270 -8.33804
H 1.12757 4.60828 -9.83090

***

No. 7
71
Properties=species:S:1:pos:R:3 method="wB97M-V/def2-TZVPD" e_above_lowest_kcal_mol=0.0 lumo_ha=0.02806 total_energy_ev=-72628.2221 homo_lumo_gap_ev=5.719 total_charge=-1 homo_energy_ev=-5.0 mol_weight_g_mol=543.404
N 2.77184 2.24749 3.51184
P 2.15424 1.89103 1.95343
O 1.59732 3.36488 1.37252
N 0.78723 0.86390 2.03854
C 1.28035 -0.52685 1.94585
C 2.09352 -1.02662 3.12869
O 3.03684 -1.74536 2.92177
C -0.07585 1.07928 3.22992
C -0.94150 -0.15017 3.57274
O -1.94117 -0.36754 2.85389
O -0.56192 -0.87593 4.52819
H 3.75621 2.45358 3.47475
H 2.56555 1.54081 4.20420
H 0.85384 3.09748 0.81187
H 1.96822 -0.55885 1.10142
H 0.48161 -1.22404 1.69125
H 1.83234 -0.74812 4.15958
H 0.45589 1.37310 4.13739
H -0.76441 1.89343 2.99890
O -3.51509 -5.55928 0.37922
P -2.41247 -5.69584 1.36050
O -1.61048 -4.30839 1.39357
C -2.30128 -3.12170 1.85328
C -2.58741 -3.18294 3.33692
O -1.34270 -6.64088 0.55708
C -1.67374 -7.23901 -0.68765
C -1.27355 -6.35097 -1.84946
O -1.84883 -6.28867 2.78616
C -2.76123 -6.89619 3.71167
C -3.62742 -7.96394 3.06867
H -3.22435 -2.98386 1.28412
H -1.65710 -2.27579 1.64098
H -3.37853 -3.92326 3.54591
H -2.92487 -2.21851 3.69995
H -1.70041 -3.47750 3.89511
H -2.73398 -7.48955 -0.72904
H -1.12173 -8.18110 -0.74086
H -1.65821 -5.33904 -1.72883
H -1.64433 -6.75804 -2.79282
H -0.18656 -6.27479 -1.90904
H -3.38288 -6.12241 4.17062
H -2.15427 -7.33708 4.50199
H -4.30962 -7.52932 2.33080
H -4.23133 -8.47068 3.82226
H -3.00997 -8.70017 2.55247
O 0.95479 4.09301 -2.43739
P 1.50057 5.06952 -3.43385
O 0.70412 6.38891 -2.82519
C 1.09630 6.90790 -1.56112
C 2.46027 7.57722 -1.60742
O 0.51865 4.75389 -4.69914
C -0.18467 3.51437 -4.80348
C -1.55957 3.60726 -4.17417
O 2.34867 6.12864 -4.40709
C 3.76151 5.94284 -4.58708
C 4.11678 4.52675 -4.99645
H 1.08462 6.11271 -0.80986
H 0.33859 7.63909 -1.27825
H 3.25585 6.83213 -1.71266
H 2.64959 8.13188 -0.68780
H 2.52969 8.25884 -2.45555
H 0.39542 2.70111 -4.36886
H -0.28398 3.29935 -5.86943
H -1.51108 4.00164 -3.16036
H -2.03654 2.62671 -4.14565
H -2.19291 4.28398 -4.75055
H 4.28685 6.21862 -3.66794
H 4.07199 6.64370 -5.36208
H 3.89319 3.81389 -4.19346
H 5.18023 4.44809 -5.22223
H 3.54326 4.22540 -5.87322